5 unconnected molecules or ions with the total composition C31H76N5O in a non-equilibrium geometry, computed with ωB97M-V/def2-TZVPD.

Values from the calculation:
Multiplicity   1
E_LUMO   -0.108 Eh
Total charge   +1

Structure (XYZ):
```
113
C31H76N5O ωB97M-V/def2-TZVPD
C 6.029 0.154 0.982
C 4.694 -0.587 1.062
C 3.858 0.047 2.151
O 2.665 -0.679 2.496
C 1.580 -0.543 1.678
C 1.070 0.837 1.253
C 1.588 0.993 -0.174
C 1.470 -0.379 -0.814
N 1.657 -1.320 0.359
H 6.490 0.143 1.960
H 5.848 1.176 0.669
H 6.699 -0.306 0.267
H 4.915 -1.624 1.298
H 4.217 -0.546 0.082
H 3.657 1.084 1.890
H 4.453 0.073 3.053
H 0.776 -1.022 2.229
H -0.009 0.857 1.350
H 1.435 1.576 1.957
H 2.661 1.123 -0.051
H 1.232 1.823 -0.765
H 2.314 -0.527 -1.472
H 0.535 -0.555 -1.319
H 0.860 -1.958 0.345
H 2.483 -1.921 0.350
C 9.569 -6.070 -0.718
C 9.875 -4.794 0.053
N 9.118 -3.645 -0.414
C 9.592 -2.384 0.127
C 9.469 -2.153 1.638
C 7.679 -3.811 -0.453
C 6.951 -4.157 0.855
H 9.733 -5.929 -1.786
H 10.227 -6.869 -0.377
H 8.544 -6.409 -0.566
H 10.935 -4.565 -0.076
H 9.728 -4.987 1.127
H 9.079 -1.574 -0.401
H 10.645 -2.283 -0.149
H 8.440 -1.942 1.931
H 10.067 -1.286 1.926
H 9.827 -3.000 2.222
H 7.449 -4.589 -1.185
H 7.246 -2.898 -0.875
H 7.476 -4.920 1.429
H 5.956 -4.549 0.630
H 6.818 -3.284 1.495
C -5.688 -2.118 -2.476
C -4.613 -1.058 -2.661
N -4.593 -0.070 -1.597
C -3.765 1.083 -1.893
C -2.255 0.856 -2.034
C -4.483 -0.598 -0.251
C -3.255 -1.457 0.093
H -6.673 -1.661 -2.377
H -5.707 -2.777 -3.344
H -5.508 -2.744 -1.601
H -4.811 -0.532 -3.598
H -3.640 -1.561 -2.788
H -3.940 1.842 -1.127
H -4.132 1.523 -2.824
H -1.782 0.710 -1.060
H -1.789 1.735 -2.486
H -2.020 0.000 -2.670
H -5.376 -1.192 -0.048
H -4.542 0.235 0.454
H -3.018 -2.170 -0.699
H -3.451 -2.031 1.001
H -2.370 -0.845 0.285
C 1.922 5.024 -0.128
C 1.725 6.380 -0.786
N 1.928 6.349 -2.221
C 2.008 7.674 -2.818
C 0.762 8.565 -2.771
C 1.136 5.374 -2.947
C -0.393 5.452 -2.833
H 2.909 4.618 -0.356
H 1.837 5.123 0.956
H 1.165 4.304 -0.448
H 2.455 7.073 -0.360
H 0.733 6.766 -0.505
H 2.327 7.561 -3.857
H 2.827 8.203 -2.321
H 0.007 8.252 -3.490
H 1.038 9.590 -3.026
H 0.307 8.590 -1.780
H 1.452 4.376 -2.625
H 1.421 5.425 -4.000
H -0.721 5.626 -1.807
H -0.835 4.508 -3.161
H -0.812 6.235 -3.461
C -11.351 -3.134 2.959
C -9.846 -2.920 2.983
N -9.323 -2.377 1.742
C -7.876 -2.422 1.662
C -7.064 -1.575 2.651
C -9.945 -1.149 1.279
C -9.911 0.073 2.207
H -11.642 -3.772 2.124
H -11.667 -3.618 3.883
H -11.901 -2.195 2.884
H -9.367 -3.889 3.147
H -9.592 -2.297 3.856
H -7.582 -2.155 0.642
H -7.577 -3.468 1.784
H -7.078 -0.518 2.388
H -6.018 -1.896 2.632
H -7.416 -1.682 3.677
H -10.989 -1.370 1.044
H -9.496 -0.884 0.318
H -10.140 -0.189 3.240
H -10.657 0.801 1.883
H -8.945 0.577 2.189
```

10 unconnected molecules or ions with the total composition C31H76O14 in a non-equilibrium geometry, computed with ωB97M-V/def2-TZVPD.

Values from the calculation:
Structure (SMILES)   C1CCOC1.C1CCOC1.C1CCOC1.COCCOC.COCCOC.COCCOC.COCCOC.CO.CO.CO
Multiplicity   1
E_LUMO   0.014 Eh
ΔE to the lowest compared entry with this formula, charge and spin   0.000 eV

Structure (XYZ):
```
121
C31H76O14 ωB97M-V/def2-TZVPD
C -3.283 -3.961 -1.907
C -2.677 -4.627 -0.694
C -3.758 -5.611 -0.280
O -4.324 -6.033 -1.524
C -4.269 -4.985 -2.489
H -2.557 -3.560 -2.621
H -3.797 -3.035 -1.623
H -2.397 -3.920 0.091
H -1.757 -5.187 -0.887
H -4.573 -5.212 0.333
H -3.354 -6.484 0.233
H -5.257 -4.548 -2.642
H -3.908 -5.371 -3.443
C -2.757 4.062 3.328
C -3.712 2.887 3.241
C -3.395 2.101 4.504
O -1.944 2.154 4.499
C -1.566 3.448 4.087
H -3.200 4.906 3.870
H -2.494 4.536 2.384
H -3.483 2.313 2.343
H -4.770 3.168 3.227
H -3.691 1.053 4.494
H -3.768 2.543 5.433
H -0.768 3.365 3.346
H -1.233 4.126 4.874
C 1.400 1.624 -3.860
C 1.141 2.972 -4.541
C 1.057 3.990 -3.376
O 1.198 3.259 -2.171
C 0.923 1.899 -2.432
H 2.446 1.333 -3.958
H 0.790 0.797 -4.225
H 0.238 2.940 -5.152
H 1.939 3.243 -5.233
H 0.125 4.559 -3.465
H 1.897 4.688 -3.383
H -0.135 1.627 -2.324
H 1.400 1.227 -1.716
C 1.989 -2.865 1.881
O 3.117 -2.164 2.381
C 3.425 -0.967 1.700
C 2.386 0.125 1.840
O 2.318 0.578 3.176
C 1.467 1.666 3.326
H 2.104 -3.079 0.814
H 1.048 -2.321 1.999
H 1.996 -3.791 2.453
H 3.634 -1.154 0.642
H 4.336 -0.585 2.167
H 1.422 -0.302 1.556
H 2.666 0.937 1.157
H 1.887 2.582 2.883
H 1.266 1.896 4.375
H 0.457 1.561 2.902
C -2.021 6.880 -0.495
O -1.310 6.144 0.466
C -0.229 5.447 -0.108
C 0.529 4.593 0.878
O 1.153 5.296 1.929
C 1.984 6.345 1.531
H -2.536 6.291 -1.262
H -1.330 7.548 -1.027
H -2.729 7.522 0.023
H 0.481 6.081 -0.657
H -0.649 4.784 -0.879
H 1.302 4.053 0.320
H -0.119 3.815 1.277
H 1.454 7.060 0.889
H 2.830 5.976 0.937
H 2.364 6.932 2.362
C 1.759 -1.183 -1.491
O 0.742 -0.686 -0.655
C -0.466 -1.405 -0.838
C -1.562 -0.906 0.090
O -2.019 0.391 -0.163
C -1.178 1.404 0.364
H 2.589 -0.475 -1.505
H 1.404 -1.182 -2.533
H 2.122 -2.181 -1.246
H -0.290 -2.465 -0.617
H -0.823 -1.255 -1.864
H -1.342 -1.102 1.147
H -2.384 -1.594 -0.134
H -0.148 1.221 0.038
H -1.153 1.306 1.459
H -1.469 2.402 0.044
C 2.031 -4.809 -1.270
O 3.327 -4.302 -1.008
C 4.009 -4.125 -2.239
C 5.431 -3.692 -1.928
O 5.542 -2.469 -1.259
C 5.375 -1.347 -2.084
H 2.106 -5.772 -1.785
H 1.359 -4.157 -1.839
H 1.543 -4.986 -0.312
H 3.495 -3.343 -2.823
H 3.979 -5.060 -2.814
H 6.053 -3.779 -2.829
H 5.812 -4.496 -1.291
H 4.454 -1.276 -2.671
H 6.221 -1.147 -2.749
H 5.319 -0.461 -1.447
C -4.060 -2.653 2.877
O -4.961 -3.691 2.512
H -3.481 -2.381 2.000
H -4.605 -1.773 3.237
H -3.435 -2.994 3.705
H -5.457 -3.942 3.295
C -1.187 -0.900 3.976
O -0.834 -2.272 3.814
H -1.915 -0.582 3.232
H -1.697 -0.808 4.946
H -0.290 -0.279 4.021
H -0.439 -2.579 4.632
C 0.694 -1.801 -5.425
O -0.279 -2.175 -4.457
H 1.528 -1.330 -4.908
H 0.964 -2.667 -6.030
H 0.302 -1.007 -6.072
H -1.106 -2.405 -4.885
```

15 unconnected molecules or ions with the total composition C31H78BrClN2O16S in a non-equilibrium geometry, computed with ωB97M-V/def2-TZVPD.

Values from the calculation:
Multiplicity   1
E_LUMO   -0.237 Eh
Total charge   +2

Structure (XYZ):
```
130
C31H78BrClN2O16S ωB97M-V/def2-TZVPD
O 2.810 -3.292 2.117
S 3.774 -3.067 1.082
O 4.782 -4.033 0.834
Cl 2.698 -2.658 -0.603
C 4.476 -1.468 1.399
C 5.437 -0.966 0.322
C 6.274 0.253 0.733
C 5.501 1.594 0.707
N 4.073 1.395 1.030
C 3.663 1.446 2.308
C 2.361 1.136 2.647
C 1.483 0.760 1.636
C 0.095 0.300 1.907
C -0.093 -1.061 2.166
C -1.367 -1.546 2.374
N -2.422 -0.712 2.341
C -3.772 -1.305 2.564
C -4.497 -1.713 1.282
C -3.926 -2.961 0.627
Br -5.161 -3.631 -0.730
C -2.258 0.598 2.126
C -1.008 1.139 1.902
C 1.914 0.775 0.313
C 3.231 1.103 0.033
H 4.950 -1.476 2.377
H 3.593 -0.846 1.473
H 4.936 -0.773 -0.625
H 6.131 -1.779 0.109
H 7.055 0.354 -0.017
H 6.801 0.114 1.671
H 5.911 2.243 1.475
H 5.616 2.129 -0.227
H 4.407 1.697 3.045
H 2.041 1.155 3.674
H 0.751 -1.734 2.197
H -1.511 -2.596 2.561
H -3.680 -2.161 3.222
H -4.362 -0.522 3.028
H -5.529 -1.869 1.579
H -4.455 -0.918 0.540
H -2.989 -2.719 0.136
H -3.761 -3.766 1.336
H -3.134 1.242 2.121
H -0.889 2.197 1.730
H 1.259 0.491 -0.500
H 3.612 1.063 -0.975
C 5.008 5.246 0.905
O 6.240 4.933 1.548
H 5.133 5.061 -0.160
H 4.204 4.606 1.290
H 4.739 6.292 1.052
H 6.141 5.108 2.488
C -6.080 1.924 2.642
O -4.767 2.401 2.304
H -6.067 0.837 2.594
H -6.354 2.231 3.651
H -6.816 2.297 1.931
H -4.796 3.363 2.341
C 3.543 -0.513 -3.888
O 3.977 0.416 -2.876
H 3.321 -1.459 -3.401
H 2.651 -0.149 -4.390
H 4.337 -0.663 -4.620
H 4.177 1.247 -3.322
C -1.452 4.227 4.560
O -1.705 3.851 3.196
H -0.646 4.953 4.562
H -2.336 4.684 5.002
H -1.155 3.355 5.149
H -2.434 3.222 3.213
C -1.329 -1.230 -2.067
O -0.175 -1.189 -1.224
H -1.031 -1.544 -3.063
H -2.045 -1.951 -1.664
H -1.793 -0.243 -2.131
H -0.510 -0.925 -0.366
C -3.750 6.963 6.587
O -2.452 7.176 6.035
H -4.246 6.206 5.983
H -3.685 6.608 7.618
H -4.343 7.880 6.557
H -2.019 7.847 6.570
C -2.334 -0.476 5.866
O -3.481 0.228 6.311
H -1.894 0.099 5.049
H -1.599 -0.577 6.667
H -2.615 -1.471 5.500
H -3.877 -0.268 7.034
C -2.750 -7.372 -0.771
O -2.290 -6.248 -1.524
H -2.284 -8.258 -1.191
H -2.463 -7.287 0.280
H -3.834 -7.477 -0.843
H -2.695 -5.458 -1.161
C 7.362 2.143 -3.333
O 6.298 2.677 -4.126
H 7.131 1.105 -3.105
H 8.304 2.188 -3.881
H 7.454 2.708 -2.400
H 6.517 3.594 -4.315
C -2.092 2.534 -2.973
O -0.798 2.339 -2.394
H -2.021 2.342 -4.039
H -2.815 1.842 -2.531
H -2.427 3.560 -2.816
H -0.879 2.521 -1.455
C 7.019 2.550 -8.059
O 8.052 2.627 -7.081
H 7.474 2.235 -8.994
H 6.259 1.820 -7.769
H 6.545 3.524 -8.207
H 7.646 2.908 -6.258
C -8.010 -3.171 -3.051
O -7.614 -1.845 -3.394
H -9.095 -3.209 -3.045
H -7.631 -3.883 -3.788
H -7.637 -3.430 -2.056
H -6.654 -1.820 -3.404
C -6.810 -8.984 -0.322
O -6.200 -8.043 0.563
H -6.961 -9.905 0.234
H -7.777 -8.619 -0.674
H -6.165 -9.190 -1.180
H -6.066 -7.229 0.073
C 1.391 -1.435 -7.502
O 1.332 -0.905 -6.174
H 2.423 -1.375 -7.833
H 1.072 -2.479 -7.518
H 0.766 -0.853 -8.181
H 0.418 -0.957 -5.883
```

6 unconnected molecules or ions with the total composition C31H79N5O10 in a non-equilibrium geometry, computed with ωB97M-V/def2-TZVPD.

Values from the calculation:
Multiplicity   2
E_LUMO (alpha / beta)   0.085 / 0.084 Eh
Total charge   -1
ΔE to the lowest compared entry with this formula, charge and spin   0.000 eV

Structure (XYZ):
```
125
C31H79N5O10 ωB97M-V/def2-TZVPD
C -15.450 -8.481 3.246
C -16.889 -8.416 2.802
C -17.355 -9.782 2.217
O -17.655 -8.070 3.859
H -15.124 -9.305 3.880
H -15.273 -7.587 3.845
H -14.863 -8.407 2.331
H -16.990 -7.662 2.021
H -17.186 -10.572 2.949
H -16.829 -10.150 1.336
H -18.412 -9.884 1.971
H -18.584 -7.966 3.638
C -19.286 -6.928 6.743
O -18.233 -6.391 7.555
C -18.244 -6.938 8.845
C -17.979 -8.401 8.916
N -19.221 -9.292 8.894
C -19.142 -10.742 8.987
C -18.274 -11.336 7.796
O -18.928 -11.185 6.580
C -18.055 -11.339 5.396
H -20.268 -6.742 7.177
H -19.156 -7.986 6.514
H -19.283 -6.303 5.850
H -19.218 -6.737 9.292
H -17.544 -6.364 9.453
H -17.409 -8.627 9.817
H -17.287 -8.824 8.188
H -19.796 -9.014 8.111
H -20.120 -11.223 9.013
H -18.705 -10.965 9.960
H -17.982 -12.376 7.944
H -17.307 -10.832 7.780
H -18.573 -11.050 4.481
H -17.855 -12.394 5.212
H -17.096 -10.827 5.482
C -15.893 -4.026 -1.784
O -16.452 -3.740 -0.489
C -17.611 -4.594 -0.193
C -18.132 -4.210 1.149
N -19.367 -4.943 1.515
C -19.708 -4.679 2.966
C -20.760 -5.663 3.499
O -20.350 -7.053 3.361
C -20.942 -7.803 2.223
H -16.561 -4.021 -2.645
H -15.334 -4.959 -1.720
H -15.093 -3.320 -2.009
H -17.296 -5.638 -0.210
H -18.422 -4.516 -0.916
H -18.184 -3.122 1.183
H -17.312 -4.334 1.856
H -19.346 -5.952 1.569
H -19.958 -3.623 3.068
H -18.810 -4.866 3.553
H -21.663 -5.453 2.926
H -21.058 -5.551 4.542
H -20.693 -7.291 1.293
H -22.021 -7.955 2.171
H -20.521 -8.808 2.196
C -8.821 -6.477 -2.078
O -9.198 -6.946 -0.750
C -10.336 -6.260 -0.294
C -11.066 -6.993 0.806
N -12.077 -7.960 0.182
C -13.114 -7.366 -0.558
C -13.888 -8.445 -1.341
O -14.964 -7.924 -2.132
C -15.668 -9.019 -2.797
H -8.000 -7.130 -2.373
H -8.445 -5.454 -2.047
H -9.580 -6.740 -2.815
H -11.047 -5.897 -1.036
H -9.996 -5.290 0.069
H -11.545 -6.290 1.487
H -10.321 -7.556 1.367
H -12.349 -8.615 0.900
H -12.880 -6.627 -1.323
H -13.731 -6.863 0.187
H -14.261 -9.177 -0.624
H -13.141 -8.804 -2.049
H -16.420 -8.641 -3.489
H -16.278 -9.568 -2.080
H -15.008 -9.723 -3.304
C -13.075 -10.859 2.334
O -12.831 -9.497 2.507
C -11.834 -9.297 3.539
C -12.060 -7.998 4.359
N -11.751 -7.980 5.810
C -12.620 -8.901 6.477
C -12.849 -8.355 7.890
O -13.486 -7.062 7.837
C -13.974 -6.583 9.072
H -13.754 -11.016 1.496
H -13.546 -11.230 3.245
H -12.207 -11.516 2.286
H -10.855 -9.237 3.063
H -11.919 -10.108 4.263
H -13.110 -7.706 4.338
H -11.419 -7.211 3.962
H -12.011 -7.124 6.279
H -12.148 -9.865 6.666
H -13.620 -9.011 6.057
H -12.002 -8.305 8.575
H -13.627 -8.966 8.349
H -14.610 -7.361 9.496
H -14.570 -5.673 9.007
H -13.074 -6.426 9.667
C -15.673 -13.415 3.064
C -16.434 -13.958 1.853
C -16.251 -15.464 1.867
O -14.827 -15.780 1.756
C -14.192 -15.461 0.471
N -17.819 -13.665 2.108
H -16.086 -13.748 4.016
H -15.785 -12.339 2.930
H -14.622 -13.673 2.936
H -16.161 -13.483 0.910
H -16.833 -15.876 1.042
H -16.631 -15.969 2.755
H -13.179 -15.863 0.443
H -14.233 -14.378 0.356
H -14.609 -15.808 -0.474
H -18.474 -13.977 1.405
H -17.901 -12.660 2.039
```